# 1
{"formula": "C28H55O2Si4TeZn", "method": "ωB97M-V/def2-TZVPD", "homo_lumo_gap_ev": [4.44, 4.54], "total_energy_ev": -121242.988, "multiplicity": 1, "relative_energy_kcal_mol": 19.0, "total_charge": -1, "symbols": ["Te", "Zn", "Si", "Si", "Si", "Si", "O", "O", "C", "C", "C", "C", "C", "C", "C", "C", "C", "C", "C", "C", "C", "C", "C", "C", "C", "C", "C", "C", "C", "C", "C", "C", "C", "C", "C", "C", "H", "H", "H", "H", "H", "H", "H", "H", "H", "H", "H", "H", "H", "H", "H", "H", "H", "H", "H", "H", "H", "H", "H", "H", "H", "H", "H", "H", "H", "H", "H", "H", "H", "H", "H", "H", "H", "H", "H", "H", "H", "H", "H", "H", "H", "H", "H", "H", "H", "H", "H", "H", "H", "H", "H"], "xyz": [[0.892, -0.905, 1.295], [0.584, 0.202, -1.545], [2.175, -1.475, 4.905], [0.278, 1.825, 4.448], [0.390, -0.430, 3.769], [-1.583, -1.288, 4.787], [-2.103, -0.137, -6.344], [0.972, -0.888, -6.135], [2.120, 1.644, -2.013], [1.755, -2.566, -7.731], [-1.667, 0.451, -0.942], [-1.982, -0.825, -1.530], [-1.682, -1.819, -0.614], [-2.242, 1.195, -5.810], [-0.974, 2.741, 3.367], [3.740, -0.585, 4.346], [-1.509, -0.439, -4.990], [-1.591, -1.288, 6.683], [-1.454, -1.211, 0.684], [2.674, 1.969, 0.214], [1.959, 2.639, 4.166], [2.101, -1.416, 6.793], [1.162, 2.575, -1.421], [-1.202, 0.986, -4.607], [-1.683, 2.283, -6.737], [-1.828, -3.083, 4.267], [3.059, 1.317, -0.967], [0.710, -0.432, -7.491], [-3.046, -0.215, 4.231], [-0.235, 2.057, 6.261], [-1.497, 0.235, 0.454], [1.624, -2.171, -6.249], [1.315, -1.360, -8.550], [1.524, 2.756, -0.066], [2.176, -3.281, 4.356], [-3.678, 1.277, -5.233], [3.114, -1.632, 7.164], [2.806, -2.725, -7.909], [3.228, 1.926, 1.151], [-4.306, 2.034, -5.708], [-1.901, 1.414, -1.382], [-3.082, -0.015, 3.154], [1.131, 0.576, -7.555], [2.228, 2.672, 3.101], [0.440, 1.547, 6.962], [2.292, 1.548, -3.088], [3.975, 0.745, -1.126], [1.057, 3.445, 0.626], [3.695, -0.258, 3.300], [-2.270, -0.897, -4.330], [-0.673, -1.676, 7.141], [2.207, -0.894, -8.999], [-1.052, 3.776, 3.738], [-3.656, 1.519, -4.147], [-1.626, -2.878, -0.799], [3.960, 0.293, 4.968], [4.581, -1.288, 4.442], [2.055, -3.409, 3.273], [-0.997, -3.733, 4.572], [-1.440, 1.002, 1.224], [-1.325, 3.158, -6.134], [-1.976, 2.294, 3.389], [-0.370, -0.343, -7.690], [1.433, -2.181, 7.210], [1.160, -2.947, -5.603], [-1.411, 1.361, -3.579], [-1.961, -3.192, 3.184], [-2.416, -1.947, 6.998], [-2.548, -0.923, -2.447], [-1.785, -0.297, 7.113], [1.225, -3.475, -7.993], [-1.260, 1.720, 6.471], [1.892, 3.677, 4.528], [-0.194, 3.135, 6.485], [-2.456, 2.681, -7.412], [-0.630, 2.779, 2.323], [-3.057, 0.750, 4.753], [2.670, -2.045, -5.920], [-0.764, 1.905, -7.243], [-4.217, 0.326, -5.263], [2.767, 2.136, 4.711], [-2.740, -3.452, 4.761], [-0.597, -1.031, -4.970], [-3.967, -0.752, 4.499], [3.145, -3.715, 4.643], [0.659, -1.590, -9.401], [-0.220, 1.356, -4.927], [0.455, 3.209, -1.965], [-1.719, -1.729, 1.605], [1.803, -0.442, 7.202], [1.385, -3.857, 4.853]]}

# 2
{"formula": "C28H56Cl16O3", "method": "ωB97M-V/def2-TZVPD", "homo_lumo_gap_ev": 10.13, "total_energy_ev": -236445.044, "multiplicity": 1, "smiles": "C1CCOC1.C1CCOC1.C1CCOC1.ClCCCl.ClCCCl.ClCCCl.ClCCCl.ClCCCl.ClCCCl.ClCCCl.ClCCCl", "symbols": ["Cl", "Cl", "Cl", "Cl", "Cl", "Cl", "Cl", "Cl", "Cl", "Cl", "Cl", "Cl", "Cl", "Cl", "Cl", "Cl", "O", "O", "O", "C", "C", "C", "C", "C", "C", "C", "C", "C", "C", "C", "C", "C", "C", "C", "C", "C", "C", "C", "C", "C", "C", "C", "C", "C", "C", "C", "C", "H", "H", "H", "H", "H", "H", "H", "H", "H", "H", "H", "H", "H", "H", "H", "H", "H", "H", "H", "H", "H", "H", "H", "H", "H", "H", "H", "H", "H", "H", "H", "H", "H", "H", "H", "H", "H", "H", "H", "H", "H", "H", "H", "H", "H", "H", "H", "H", "H", "H", "H", "H", "H", "H", "H", "H"], "xyz": [[10.369, -12.584, 3.458], [13.967, -16.877, 0.045], [17.258, -14.680, 1.896], [7.058, -12.000, 3.907], [15.377, -14.816, 7.730], [13.648, -14.393, 3.967], [16.504, -17.848, 4.185], [10.862, -17.370, 2.326], [19.806, -18.405, 4.425], [11.241, -13.114, -2.636], [9.498, -21.237, 1.179], [12.605, -18.155, 6.196], [9.047, -20.076, -1.955], [10.180, -15.624, -0.467], [8.088, -14.477, 8.791], [10.420, -14.998, 6.106], [8.847, -19.078, 8.579], [15.396, -21.473, 4.283], [14.094, -21.701, 10.102], [15.351, -22.959, 4.363], [14.180, -21.091, 3.673], [14.767, -14.954, 5.205], [10.578, -20.387, 7.810], [10.758, -20.608, 0.077], [10.263, -19.119, 8.556], [9.073, -13.671, 3.082], [7.966, -13.549, 4.104], [14.215, -22.547, 7.947], [10.967, -14.102, -0.113], [11.165, -18.342, 3.883], [15.115, -20.966, 9.433], [9.546, -20.296, 6.704], [8.342, -19.861, 7.503], [16.015, -15.929, 1.629], [13.775, -22.850, 9.365], [12.376, -17.652, 4.499], [10.326, -19.464, -0.826], [9.209, -16.142, 6.826], [11.973, -13.660, -1.158], [9.110, -15.896, 8.285], [18.685, -17.930, 5.746], [14.240, -14.296, 6.473], [13.137, -21.990, 4.177], [13.883, -23.363, 4.070], [15.025, -15.538, 0.586], [17.348, -18.639, 5.549], [14.829, -21.128, 7.993], [9.295, -21.220, 6.178], [8.278, -15.955, 6.313], [11.171, -21.423, -0.532], [12.845, -21.735, 5.236], [16.424, -16.938, 1.451], [14.314, -23.729, 9.815], [15.559, -15.994, 2.616], [11.272, -19.372, 3.520], [14.689, -16.088, 5.231], [10.238, -18.175, 4.365], [12.515, -12.851, -0.744], [10.684, -19.026, 9.568], [14.097, -20.452, 7.607], [8.812, -16.746, 8.886], [13.207, -14.623, 6.622], [14.891, -23.340, 7.552], [15.681, -23.249, 5.333], [18.564, -16.859, 5.827], [7.532, -19.433, 6.970], [9.595, -17.176, 6.670], [12.152, -16.589, 4.481], [14.285, -13.215, 6.281], [16.128, -21.393, 9.697], [10.388, -21.269, 8.432], [15.468, -15.188, -0.332], [9.463, -14.684, 2.999], [16.725, -18.451, 6.412], [16.015, -23.318, 3.536], [12.695, -22.958, 9.560], [11.592, -20.442, 7.375], [15.838, -14.701, 5.023], [11.069, -19.204, -1.538], [14.331, -14.877, 1.045], [9.940, -19.534, 6.047], [13.974, -20.027, 3.867], [14.167, -21.171, 2.551], [9.920, -18.604, -0.285], [12.239, -22.063, 3.545], [10.287, -13.278, 0.027], [13.443, -22.530, 7.216], [13.313, -17.892, 4.033], [8.687, -13.290, 2.103], [17.344, -19.710, 5.267], [7.166, -14.282, 3.863], [11.642, -20.309, 0.659], [10.790, -18.275, 8.000], [13.471, -24.071, 4.799], [7.958, -20.727, 8.047], [19.095, -18.345, 6.673], [13.727, -23.841, 3.101], [10.107, -15.796, 8.708], [12.659, -14.422, -1.518], [8.253, -13.628, 5.184], [15.662, -21.124, 7.379], [11.462, -14.274, 0.834], [15.086, -19.928, 9.794]]}

# 3
{"formula": "C28H56FNO23PS5", "method": "ωB97M-V/def2-TZVPD", "homo_lumo_gap_ev": 5.55, "total_energy_ev": -144699.663, "multiplicity": 1, "total_charge": -1, "symbols": ["S", "S", "S", "S", "S", "P", "F", "O", "O", "O", "O", "O", "O", "O", "O", "O", "O", "O", "O", "O", "O", "O", "O", "O", "O", "O", "O", "O", "O", "O", "N", "C", "C", "C", "C", "C", "C", "C", "C", "C", "C", "C", "C", "C", "C", "C", "C", "C", "C", "C", "C", "C", "C", "C", "C", "C", "C", "C", "C", "H", "H", "H", "H", "H", "H", "H", "H", "H", "H", "H", "H", "H", "H", "H", "H", "H", "H", "H", "H", "H", "H", "H", "H", "H", "H", "H", "H", "H", "H", "H", "H", "H", "H", "H", "H", "H", "H", "H", "H", "H", "H", "H", "H", "H", "H", "H", "H", "H", "H", "H", "H", "H", "H", "H", "H"], "xyz": [[-9.852, 0.791, 1.205], [7.770, 2.735, 6.006], [-0.070, 0.151, -8.881], [2.254, -5.194, -0.474], [1.217, -4.689, -6.838], [4.424, 1.544, 2.206], [2.209, 3.158, 0.452], [6.570, 2.255, 5.392], [1.672, -5.199, -5.574], [1.059, -0.498, -8.281], [-5.786, 2.735, 3.079], [4.377, 3.370, -2.388], [1.168, -3.072, -6.743], [7.698, 4.355, 6.073], [2.475, 2.053, -2.348], [8.246, 2.253, 7.270], [-0.224, 1.623, -8.219], [-1.424, -0.499, -8.272], [0.659, -5.056, -0.737], [2.715, -3.998, 0.165], [-10.013, 0.888, -0.215], [2.730, -5.159, -2.024], [-10.032, 2.275, 1.840], [8.982, 2.621, 4.932], [-11.201, 0.133, 1.824], [-0.231, 0.276, -10.299], [2.438, -4.805, -7.899], [-8.717, 0.171, 1.818], [2.511, -6.505, 0.047], [0.016, -5.144, -7.471], [3.991, 1.443, 0.509], [9.265, 3.912, 4.392], [-0.682, -2.774, 2.179], [1.594, -5.373, -2.866], [-5.525, 3.899, 2.232], [-11.779, 1.029, 2.773], [1.284, -1.452, 0.868], [-5.609, 1.001, 1.224], [-4.598, -0.048, 1.906], [5.186, -0.048, 2.883], [0.426, -4.754, -2.114], [0.411, -1.592, 2.219], [-1.558, 1.781, -7.738], [3.242, 0.222, 0.117], [3.797, 2.609, 4.738], [-2.641, -1.473, 0.924], [3.478, 2.688, -0.071], [3.380, 2.672, -1.696], [4.179, -0.959, 3.770], [-1.987, 0.388, -7.303], [-2.203, -2.262, 2.258], [-3.099, 0.048, 1.272], [8.879, 4.899, 5.484], [2.747, -3.507, -8.415], [2.366, -2.535, -7.311], [-11.370, 2.420, 2.314], [3.066, 2.240, 3.321], [1.739, 0.104, 0.665], [-6.559, 1.756, 2.305], [-5.052, 1.752, 0.544], [8.688, 5.898, 5.092], [3.227, 3.400, 5.334], [1.749, -4.915, -3.846], [4.789, 3.114, 4.421], [-6.014, 4.851, 2.667], [1.154, -1.823, 3.067], [-5.976, 3.766, 1.177], [3.228, 0.034, -1.024], [1.496, 0.752, 1.572], [2.313, 1.414, 3.570], [-3.507, -2.000, 0.390], [4.097, 1.685, 5.336], [10.319, 3.989, 4.121], [-0.126, -0.599, 2.417], [-11.362, 0.799, 3.757], [-2.420, 0.430, 2.106], [3.805, -3.442, -8.673], [-2.175, 2.144, -8.565], [-4.388, 4.043, 2.165], [-12.863, 0.906, 2.802], [-11.990, 2.759, 1.479], [-3.072, 0.281, -7.273], [-2.899, -3.164, 2.367], [0.591, -1.787, 0.000], [9.649, 4.952, 6.258], [1.459, -6.452, -2.985], [2.594, 3.216, 2.966], [-6.305, 0.408, 0.532], [2.194, -1.520, -7.687], [3.820, -0.686, 0.553], [-1.570, 0.133, -6.325], [0.416, -3.666, -2.226], [4.250, 3.515, 0.170], [-11.415, 3.154, 3.119], [-0.583, -3.456, 1.266], [-3.099, 0.688, 0.329], [-0.486, -3.427, 3.115], [3.130, -2.508, -6.528], [-1.590, 2.500, -6.919], [-2.400, -1.569, 3.151], [8.649, 4.050, 3.499], [6.085, 0.185, 3.559], [-0.533, -5.160, -2.436], [2.185, -2.172, 0.874], [2.143, -3.344, -9.312], [-4.611, 0.067, 3.043], [-7.000, 0.978, 3.019], [-1.750, -1.462, 0.193], [3.498, -1.612, 3.100], [3.590, -0.361, 4.543], [1.054, 0.490, -0.187], [5.528, -0.673, 1.991], [-4.992, -1.098, 1.667], [-7.430, 2.288, 1.760], [4.850, -1.714, 4.340]]}